(1)
DFT (the ωB97M-V functional and the def2-TZVPD basis) results for C49H48As2BiF6N4O12 as an isolated structure in a non-equilibrium geometry.

```
! RIJCOSX wB97M-V def2-TZVPD def2/J DEFGRID3
* xyz 1 1
O 0.334 -5.015 0.523
C 1.639 4.114 0.971
C 0.027 -0.970 3.929
O 1.891 -5.247 -1.153
C -1.273 3.040 -1.580
O 1.511 0.958 -0.456
H -5.035 -0.596 3.052
N -3.877 0.990 -5.496
C -1.341 -0.658 4.024
C -0.648 -2.714 -0.454
H 2.469 5.658 -0.409
H -0.702 -3.549 0.329
C -1.318 1.005 -2.797
H -2.074 -1.445 3.880
C -1.883 -2.651 -2.845
C 2.832 -3.421 1.696
O 6.600 -1.856 -1.871
As 2.059 -1.951 0.557
H 4.114 -5.392 -2.189
H -3.822 -1.126 -0.996
H 3.760 -3.881 1.313
O 0.389 -0.624 -2.504
H 4.976 1.644 -3.381
H -0.690 3.331 5.960
H 0.845 5.085 -0.819
H 2.039 -4.167 1.854
C 0.970 0.005 4.173
H 4.289 1.492 -1.689
H 0.875 1.188 -1.214
H -2.294 3.048 5.211
H 1.121 -2.678 -5.211
C -5.269 1.726 0.429
C -4.124 4.010 1.492
C 4.506 -4.559 -1.590
H -3.790 3.113 -3.730
O -4.056 2.202 -5.567
F 1.040 6.384 1.628
C 1.305 -1.615 -2.817
H 2.038 -0.172 4.117
H -6.754 2.988 -0.421
C 0.955 -3.058 -0.751
C -5.148 -2.582 2.325
H -2.406 -3.384 -3.507
C -5.248 4.095 0.680
C 3.061 3.857 1.491
H 1.702 -6.467 1.289
C 4.384 -1.496 -1.135
C 0.788 5.062 1.835
C -1.213 2.966 5.079
H -0.921 3.627 4.264
H -4.444 -3.503 -0.907
H 1.059 -0.898 -5.675
C -4.004 1.588 1.105
C -4.114 -1.568 -0.053
C -4.055 -0.771 1.103
C -1.497 -3.205 -1.661
C -2.341 3.583 -2.224
H -5.254 -4.433 1.310
C 6.387 0.851 1.833
C -2.929 2.785 -3.198
C 0.579 1.285 4.518
H -0.019 -6.613 1.798
C -2.853 -0.813 -4.226
C -4.981 -3.400 1.219
C 1.167 -4.536 -0.497
F 3.767 4.983 1.707
H -2.736 4.577 -1.959
H 7.456 0.902 1.568
N -3.330 0.415 1.127
C -3.495 2.803 1.684
C -2.450 1.503 -3.472
C -1.728 0.626 4.371
C -5.822 2.948 0.150
H -2.772 0.867 4.377
H -1.720 -4.303 -1.573
H 3.826 0.307 -2.909
C 5.685 -1.062 -1.735
N -0.794 1.796 -1.781
H 0.499 -7.048 0.111
O 4.086 -0.364 2.336
H 4.204 -4.746 -0.534
C 1.809 -2.562 -1.866
C 1.658 -1.719 -5.247
F 3.762 3.096 0.599
H -5.569 -2.979 3.242
C -0.857 -0.337 -2.977
H 5.619 -4.535 -1.674
H -5.709 5.060 0.553
C -4.812 -1.252 2.227
H 1.368 1.976 4.837
O 1.036 2.887 0.929
H -2.640 2.781 2.361
F 0.890 4.908 3.181
H 2.634 -1.863 -5.776
H 2.240 4.040 -1.153
O 5.764 0.045 0.773
H -3.715 4.908 1.966
O 5.807 0.179 -2.259
C 4.631 0.944 -2.565
H 5.900 1.844 1.811
C 3.839 -1.199 0.054
H 6.228 0.366 2.781
H -0.776 3.550 -0.752
O -4.279 0.129 -6.255
H 3.115 -2.922 2.662
O 2.057 -1.276 -3.884
H 1.421 1.955 0.128
C -4.530 -2.885 -0.006
N -0.920 -1.724 0.490
C -3.077 0.549 -4.334
H -5.795 0.816 0.146
C 4.552 -0.463 1.171
C -1.829 -1.296 -3.374
C 1.819 4.750 -0.436
H -3.455 -1.481 -4.825
C 0.643 -6.394 0.959
H 0.332 -1.990 3.693
F -0.517 4.924 1.548
As 3.653 -2.913 -2.267
F 3.133 3.183 2.650
Bi -0.679 0.433 0.806
C -0.766 1.599 4.653
*
```

The value obtained for the HOMO energy (alpha / beta) is -0.37692 / -0.37619 Eh. The LUMO energy (alpha / beta) is -5.30 / -5.17 eV. The value obtained for the gap between HOMO and LUMO (alpha / beta) is 4.96 / 5.07 eV. The value obtained for the total energy is -225925.118 eV.

(2)
DFT (the ωB97M-V functional and the def2-TZVPD basis) results for C49H48AsBiBrClN2O7S2 as an isolated structure in a non-equilibrium geometry.

```
! RIJCOSX wB97M-V def2-TZVPD def2/J DEFGRID3
* xyz -2 1
C -1.575 2.936 -0.520
H 4.847 0.507 -2.828
H 2.719 -5.002 -1.031
H 5.143 1.876 -0.074
H 3.769 -6.191 -2.711
N 0.855 2.358 -1.122
H -3.991 3.068 6.028
H -6.147 -3.793 0.701
C 4.631 -0.022 4.503
H -0.211 -0.931 5.300
H 4.202 -6.696 -1.064
C -0.421 3.636 -4.156
H 0.195 3.773 0.230
H 0.961 7.636 -5.451
C 4.433 1.046 -0.198
H -0.333 -5.562 3.600
Cl 5.814 2.273 5.440
C 0.810 3.215 -3.683
C 3.551 2.054 3.943
H 3.509 3.139 3.987
H 6.335 1.162 -2.102
C -0.325 -4.549 3.989
C -0.120 3.383 -0.738
H 6.283 -0.527 -2.657
H 6.003 -0.725 1.126
H 1.642 3.256 2.833
H 6.079 -5.554 0.161
C 2.535 1.360 3.256
C 5.184 -0.149 -0.797
C -4.285 1.680 4.413
H -5.622 -3.559 3.131
H -4.667 -2.763 -0.979
C -3.296 -1.923 0.441
C 4.361 -1.461 -0.939
Br 0.630 -3.168 -0.249
C -1.582 1.134 4.630
H -3.632 -2.270 3.804
O -2.447 3.798 -0.642
C 5.419 -5.062 -1.850
C -2.170 2.067 5.473
C 3.683 -0.728 3.823
H -5.339 1.907 4.302
C 0.246 -2.975 5.704
C 6.523 -5.324 -0.812
O 1.725 -0.763 2.524
C -4.447 -2.656 0.079
H 7.159 -6.168 -1.116
O 2.141 -0.566 -0.646
C 0.651 5.523 -5.222
N 0.016 -0.375 -3.876
H 3.612 1.370 -0.830
H -4.293 0.255 2.814
H 5.442 -0.535 5.008
H -0.144 4.222 -1.434
C 6.073 -4.738 -3.204
C 1.883 5.076 -4.736
H -0.513 0.974 4.678
H -1.451 5.123 -5.304
H 0.636 -5.088 5.835
C 2.566 -0.089 3.150
C -4.985 -3.101 2.382
H 5.302 -4.548 -3.958
C 4.542 -3.890 -1.398
C 4.604 -6.345 -2.021
C 1.466 2.163 2.713
C 5.074 -2.600 -1.297
As -1.427 -0.785 2.445
C -5.273 -3.231 1.024
S -2.367 -1.299 -0.929
H 2.917 3.562 -3.585
H 1.169 6.720 -6.939
C -0.853 -3.518 3.222
O -1.776 1.705 -0.178
H -1.274 -3.745 2.250
C -3.529 2.337 5.372
H 6.703 -3.848 -3.139
C 3.205 -4.032 -1.050
S 1.022 1.829 -2.553
H 7.158 -4.441 -0.690
C -2.342 0.431 3.692
C 4.571 1.388 4.556
Bi -0.194 0.025 -0.208
H -1.318 3.072 -3.920
H 0.722 0.033 -4.492
H 6.964 0.498 0.270
C -0.840 -2.202 3.684
C -3.867 -2.379 2.754
C 6.373 -0.417 0.144
H 2.781 5.641 -4.959
C 2.933 -1.570 -0.753
C 0.222 -4.283 5.238
C 2.462 -2.916 -0.720
C -3.017 -1.777 1.816
O 0.412 1.808 2.198
H -1.559 2.603 6.191
H 6.134 -2.480 -1.503
C -0.489 4.787 -4.932
H 0.684 -2.745 6.670
H 5.245 -7.136 -2.429
C -0.270 -1.944 4.926
H 3.726 -1.810 3.765
O -1.091 0.605 -3.748
C -3.695 0.740 3.574
H 7.040 -1.201 -0.230
C 5.699 0.271 -2.184
C -0.144 0.423 -2.705
H -0.455 7.023 -6.309
C 0.573 6.794 -6.028
C 1.970 3.927 -3.969
O 2.355 1.321 -2.836
H 4.021 0.801 0.778
H 6.697 -5.577 -3.543
*
```

The value obtained for the HOMO energy is -0.08445 Eh. The LUMO energy is 3.73 eV. The value obtained for the gap between HOMO and LUMO is 6.03 eV. The value obtained for the total energy is -239817.135 eV.